No. 1
8
Properties=species:S:1:pos:R:3 method="wB97M-V/def2-TZVPD" homo_ev="-17.2 / -17.2" total_charge=+1 de_lowest_kj_mol=486.6 gap_ha="0.315 / 0.315"
H -0.4286 -1.5982 -0.0223
N 0.5880 -1.3823 0.0610
C 0.9093 -0.1915 -0.0654
C -0.0888 1.0297 0.0365
N -1.2261 0.5302 0.0152
O -1.7837 -0.4544 0.0054
H 1.9271 0.0254 0.0187
H 0.1028 2.0412 -0.0490

=====

No. 2
18
Properties=species:S:1:pos:R:3 method="wB97M-V/def2-TZVPD" homo_ev=-8.3 de_lowest_kj_mol=346.9 gap_ha=0.346
C -2.7486 -0.8707 -0.1966
C -1.7345 0.2434 0.0575
C -0.3269 -0.3348 0.0913
O 0.6249 0.5415 0.6634
C 2.3527 -0.0143 0.4353
C 2.7148 1.0843 -0.3773
H -3.7731 -0.4907 -0.2445
H -2.7031 -1.6161 0.6068
H -2.5388 -1.3907 -1.1393
H -1.9350 0.7345 1.0167
H -1.8035 1.0163 -0.7184
H -0.3322 -1.2466 0.7043
H -0.0156 -0.6265 -0.9285
H 2.1449 -0.9819 -0.0222
H 2.6111 -0.0634 1.4894
H 3.3090 1.8753 0.0733
H 1.2643 1.2380 -0.0762
H 2.8895 0.9025 -1.4348

=====

No. 3
152
Properties=species:S:1:pos:R:3 method="wB97M-V/def2-TZVPD" multiplicity=2 homo_ev="-12.4 / -12.4" total_charge=+2 s_squared=1.773 gap_ha="0.115 / 0.127"
Al -4.0820 2.7662 2.3145
As -3.4811 6.8813 0.0541
F -3.2484 5.3856 1.0968
F -5.2998 6.8282 0.2771
F -3.7568 8.2780 -1.0150
F -1.7330 7.0456 -0.1826
F -3.5146 5.7582 -1.3406
F -3.3659 8.0103 1.4361
N -1.5470 1.5185 1.6741
S -0.7274 0.2439 1.9507
O -0.1027 0.1162 3.2657
O -0.1600 -0.5436 0.8404
F -2.0733 -0.6162 2.2168
S -0.1570 2.2965 1.0684
O 0.1108 2.1276 -0.3642
O 0.9224 2.4893 2.0060
F -0.8533 3.7212 1.1536
C 3.9014 -1.8809 -5.2113
C 2.3718 -1.5853 -5.5099
C 1.6495 -2.8449 -5.0414
C 0.1150 -2.7279 -5.0875
C -0.3296 -1.5759 -4.1800
C 0.3557 -0.2021 -4.4683
N 1.8071 -0.3963 -4.7489
O 2.6068 0.7338 -4.9841
C -0.3851 0.4742 -5.6942
C 0.2542 0.5379 -3.1373
C 2.0660 -1.4256 -7.0307
H 4.0374 -1.8625 -4.1300
H 4.5956 -1.1465 -5.6196
H 4.1913 -2.8945 -5.4882
H 1.8411 -3.6580 -5.7417
H 2.0030 -3.1629 -4.0606
H -0.3399 -3.6757 -4.7997
H -0.2424 -2.4748 -6.0856
H -0.2755 -1.7923 -3.1131
H -1.4007 -1.5402 -4.3791
H 0.2684 1.3059 -5.9573
H -0.5144 -0.1002 -6.6115
H -1.3982 0.7496 -5.4014
H 0.7075 1.5292 -3.1318
H -0.7613 0.6316 -2.7525
H 0.7690 -0.0195 -2.3547
H 1.0334 -1.4597 -7.3782
H 2.5591 -2.1564 -7.6717
H 2.3749 -0.4476 -7.3996
H 3.2381 0.7353 -4.2609
C 6.3904 -1.6713 2.1229
C 5.0088 -1.4839 1.3479
C 4.0776 -0.7570 2.4198
C 2.8063 -0.2831 1.7106
C 3.1508 0.5273 0.4482
C 4.0546 -0.1401 -0.5966
N 5.2309 -0.7012 0.1485
O 6.0824 -1.4517 -0.6908
C 3.2150 -1.1536 -1.4133
C 4.6450 0.9019 -1.5577
C 4.4109 -2.8655 1.1481
H 6.2788 -2.0658 3.1329
H 6.9811 -0.7554 2.1365
H 7.0434 -2.2803 1.4978
H 3.6835 -1.3423 3.2507
H 4.6171 0.0988 2.8257
H 2.3684 0.3607 2.4734
H 2.2101 -1.1447 1.4103
H 3.4465 1.5723 0.5418
H 2.2052 0.6638 -0.0764
H 3.7752 -2.0741 -1.5775
H 2.3251 -1.4999 -0.8878
H 2.8977 -0.7565 -2.3775
H 5.4778 0.5138 -2.1441
H 3.8461 1.1905 -2.2408
H 4.9038 1.8119 -1.0164
H 5.1123 -3.4651 0.5678
H 3.4985 -2.8454 0.5522
H 4.0733 -3.4118 2.0288
H 6.9180 -1.0405 -0.4578
C -3.3972 -1.9997 -1.7368
O -3.0673 -1.8282 -0.3300
H -4.2072 -2.7058 -1.9195
H -3.6838 -1.1131 -2.3024
H -2.6185 -2.3802 -2.3978
H -2.1212 -1.6759 -0.2728
C 3.9519 2.7780 4.2581
O 4.3825 4.0119 4.7913
H 4.6096 2.5263 3.4261
H 3.8851 1.9246 4.9329
H 3.0180 2.9129 3.7123
H 3.9206 4.1043 5.6277
C 3.1637 4.8930 1.0438
O 3.2547 6.3475 0.9736
H 4.0822 4.3730 0.7718
H 2.8029 4.4150 1.9545
H 2.4406 4.7022 0.2508
H 3.1819 6.5926 0.0483
C -2.6502 2.4213 -1.5677
O -3.3514 3.3541 -0.7083
H -3.2012 2.3291 -2.5037
H -1.7559 2.9693 -1.8644
H -2.3352 1.4577 -1.1672
H -3.3510 4.2251 -1.1119
C -1.4623 -6.5793 -2.6544
C -0.8313 -6.6094 -1.2574
C -1.5639 -5.5912 -0.2498
O -1.2741 -4.2400 -0.6135
C 0.0434 -3.7759 -0.2653
N -0.9530 -7.9745 -0.8288
H -1.0739 -7.2941 -3.3799
H -1.1838 -5.5937 -3.0274
H -2.5477 -6.5735 -2.5550
H 0.2489 -6.4673 -1.2251
H -1.2976 -5.7098 0.8005
H -2.6479 -5.6954 -0.2947
H 0.8719 -4.4553 -0.4657
H -0.0456 -3.6020 0.8071
H 0.2534 -2.7695 -0.6275
H -0.4459 -8.6609 -1.3689
H -1.9048 -8.3100 -0.8703
C 0.0135 4.4484 5.1038
C -1.2128 3.6715 4.4877
C -1.7323 2.5129 5.4420
O -2.6028 1.6467 4.7171
C -2.6132 0.3208 5.3348
N -2.3247 4.6154 4.1436
H -0.0617 4.5457 6.1868
H 0.1449 5.3376 4.4872
H 0.8569 3.8248 4.8075
H -0.8605 3.1372 3.6054
H -2.2965 2.8499 6.3116
H -0.8430 2.0053 5.8155
H -3.0286 0.3398 6.3423
H -1.6029 -0.0813 5.4093
H -3.2015 -0.3293 4.6872
H -2.6267 5.1100 4.9708
H -1.8565 5.3745 3.6695
C -6.4288 -1.3168 0.4018
C -5.8135 -0.2843 1.3363
C -5.8226 -0.6772 2.8313
O -5.4987 0.4017 3.7404
C -6.0710 0.1298 5.0247
N -4.5766 0.1706 0.8170
H -7.4882 -1.4827 0.5975
H -5.9132 -2.2769 0.3842
H -6.3853 -0.8650 -0.5893
H -6.5004 0.5567 1.2409
H -5.1694 -1.5321 3.0064
H -6.8423 -1.0110 3.0236
H -7.0359 -0.3769 5.0037
H -6.2765 0.9369 5.7279
H -5.4997 -0.5022 5.7046
H -4.7407 0.2931 -0.1721
H -3.9933 -0.6539 0.8176

=====

No. 4
26
Properties=species:S:1:pos:R:3 method="wB97M-V/def2-TZVPD" smiles="CCC(N)=O.CC(C)C" homo_ev=-9.9 de_lowest_kj_mol=123.8 gap_ha=0.395
C 2.3437 0.1725 -0.7240
C 2.5500 -0.9565 -1.7237
C 1.3106 -1.7907 -1.9109
N 0.7707 -1.8216 -3.1893
O 0.8681 -2.5566 -1.0854
H 3.2087 0.5199 -0.1595
H 1.5230 -0.2180 -0.0653
H 1.9067 0.9973 -1.3157
H 2.9389 -0.6146 -2.6968
H 3.4858 -1.5589 -1.5253
H -0.1544 -2.2014 -3.2656
H 1.1258 -1.2216 -3.9299
C -1.4670 1.1653 0.6615
C -1.8122 1.1226 2.1786
C -0.9172 2.2549 2.8418
C -3.2292 1.5030 2.5369
H -1.2246 2.0797 0.1661
H -2.3014 0.7599 0.0840
H -0.6287 0.4625 0.5850
H -1.5168 0.2032 2.6764
H -1.3803 3.2022 2.6248
H -1.1734 2.1053 3.8998
H 0.0967 2.2996 2.5033
H -3.4163 2.4887 2.0847
H -4.0757 0.7411 2.3495
H -3.2501 1.8117 3.5764

=====

No. 5
50
Properties=species:S:1:pos:R:3 method="wB97M-V/def2-TZVPD" smiles="CCOC(=O)c1ccn2ncnc(Nc3cc(O)cc(-c4nnn(C(C)C)n4)c3)c12" homo_ev=-8.0 de_lowest_kj_mol=293.7 gap_ha=0.303
C -3.9851 5.0136 4.6736
C -3.7825 3.6914 3.9514
O -2.5982 3.1000 4.4896
C -2.1762 1.9501 3.8735
O -2.7239 1.4408 2.8632
C -0.8979 1.3164 4.3650
C -0.3950 1.4247 5.7262
C 0.8457 0.8786 5.7362
N 1.0780 0.2814 4.5145
N 2.1430 -0.4987 4.1987
C 2.2312 -0.9765 2.9841
N 1.2935 -0.6973 2.0195
C 0.2803 0.0556 2.2974
N -0.6400 0.4160 1.3224
C -0.7179 0.1016 -0.0484
C -2.0032 0.2121 -0.6370
C -2.1552 -0.1383 -1.9634
O -3.3569 -0.0455 -2.5641
C -1.0924 -0.5739 -2.7641
C 0.1617 -0.6953 -2.1801
C 1.2499 -1.3051 -2.9867
N 2.4173 -1.8402 -2.4565
N 3.0739 -2.3682 -3.4256
N 2.3338 -2.1266 -4.5208
C 2.6781 -2.7054 -5.8517
C 2.6418 -4.2380 -5.8481
C 4.0829 -2.2662 -6.2083
N 1.2171 -1.4523 -4.2794
C 0.3534 -0.3556 -0.8323
C 0.0583 0.5691 3.6610
H -3.0434 5.6181 4.6349
H -4.2274 4.7726 5.6999
H -4.7620 5.5915 4.2334
H -3.6838 3.8658 2.8653
H -4.6518 3.0295 4.0771
H -0.8844 1.8894 6.5785
H 1.5238 0.8481 6.5903
H 3.1046 -1.5695 2.7107
H -1.4385 0.9436 1.7092
H -2.8606 0.5338 -0.0621
H -4.0056 0.3217 -1.9272
H -1.2469 -0.8497 -3.7942
H 1.9836 -2.3020 -6.6010
H 3.3650 -4.6674 -5.1510
H 2.9030 -4.6256 -6.8318
H 1.6795 -4.6497 -5.5962
H 4.3526 -2.6109 -7.2035
H 4.1058 -1.1728 -6.1789
H 4.8157 -2.6792 -5.4864
H 1.3551 -0.4561 -0.3768

=====

No. 6
41
Properties=species:S:1:pos:R:3 method="wB97M-V/def2-TZVPD" homo_ev=-5.7 total_charge=-1 de_lowest_kj_mol=182.0 gap_ha=0.271
C 0.3508 0.1201 -0.0483
O 0.9238 -1.0449 -0.5393
H 0.3188 0.8811 -0.8313
H 0.8878 0.4331 0.8797
H -0.6402 -0.0849 0.3367
O 1.1238 -0.7689 -3.1083
H 1.5128 -1.5839 -3.3863
H 0.9468 -0.8479 -2.1553
O 1.1138 3.8561 0.2387
H 1.5108 3.2481 0.8567
H 0.2298 3.9181 0.5377
O 3.4368 0.0421 -0.0533
H 3.6188 -0.8509 0.1737
H 2.5188 0.1901 -0.1013
O -2.1672 1.4821 2.1547
H -1.4302 1.6451 2.7177
H -2.9642 1.2221 2.6287
O -0.6522 -0.9039 3.6707
H -1.3392 -0.6449 4.3087
H -0.3462 -0.0289 3.5017
O -2.3872 1.4961 -0.5563
H -1.8172 0.7881 -0.8693
H -2.3302 1.4671 0.3907
O 2.0718 -3.3609 -1.2633
H 1.7118 -2.5299 -0.9123
H 2.9978 -3.2469 -1.1453
O -1.1882 0.5351 -3.2703
H -0.3652 0.0341 -3.1233
H -0.8982 1.3471 -2.9533
O -1.1892 -2.4679 -0.2523
H -1.6972 -2.1519 -0.9823
H -0.4312 -1.8029 -0.2183
O 1.2858 -2.3289 2.0367
H 0.9378 -1.8209 1.2947
H 0.9648 -1.7969 2.7927
O 0.4538 3.0361 -2.4583
H 0.4668 3.7401 -3.0713
H 0.9098 3.3971 -1.7213
O -3.1332 -1.3869 1.3847
H -2.8662 -1.4449 2.2907
H -2.4522 -1.7809 0.8267

=====

No. 7
78
Properties=species:S:1:pos:R:3 method="wB97M-V/def2-TZVPD" multiplicity=2 homo_ev="-4.6 / -4.7" total_charge=-1 de_lowest_kj_mol=39.5 s_squared=0.754 gap_ha="0.203 / 0.206"
Ti -0.0410 0.0679 -0.6011
C 4.8680 -2.7735 -0.5856
O 3.8048 -2.0218 -0.0108
C 2.5762 -2.0606 -0.5574
O 1.6739 -1.4964 0.0274
N 2.4626 -2.7811 -1.7077
N 1.1724 -2.8940 -2.2505
H 5.6955 -2.6912 0.1128
H 5.1745 -2.3545 -1.5459
H 4.5869 -3.8196 -0.7096
H 3.2218 -2.6534 -2.3648
H 1.1386 -3.7182 -2.8339
H 0.9654 -2.0761 -2.8210
Se -1.4014 -4.2182 5.8155
N -1.2025 -2.4693 5.5162
C -1.1655 -2.3094 4.2255
C -1.0089 -1.0172 3.5743
C -0.9768 0.2015 4.2565
C -0.8501 1.3646 3.5333
C -0.7040 1.2961 2.1493
N -0.7106 0.1419 1.4959
C -0.9128 -0.9821 2.1895
C -1.0756 -2.1920 1.3690
N -1.0662 -1.9940 0.0391
C -1.3196 -3.0455 -0.7301
C -1.5537 -4.3242 -0.2170
C -1.5185 -4.5268 1.1382
C -1.2789 -3.4268 1.9683
C -1.2869 -3.5108 3.4235
N -1.4201 -4.6283 4.0778
H -1.0648 0.2109 5.3352
H -0.8406 2.3299 4.0193
H -0.5734 2.1770 1.5371
H -1.3363 -2.8976 -1.7977
H -1.7630 -5.1281 -0.9086
H -1.6909 -5.5005 1.5778
C 2.4004 3.9333 -0.4547
Si 2.4006 2.3079 0.4622
C 4.0645 1.4652 0.2903
C 2.1896 2.7142 2.2942
O 1.2348 1.3094 -0.0662
H 3.2609 4.5441 -0.1645
H 1.4913 4.4997 -0.2335
H 2.4328 3.7533 -1.5304
H 4.8606 2.0694 0.7364
H 4.3083 1.3048 -0.7632
H 4.0485 0.4901 0.7826
H 3.0523 3.3002 2.6279
H 2.1435 1.8126 2.9110
H 1.2980 3.3162 2.4866
Cl 4.2981 -0.3080 -3.3334
C 2.7681 0.1572 -4.1752
Cl 2.0907 -1.2316 -5.0257
C 1.7971 0.7742 -3.1375
O 1.8204 1.9948 -3.0886
O 1.1309 -0.0677 -2.4628
H 3.0528 0.9093 -4.8974
C -5.4492 1.8488 0.7956
C -4.7457 0.6239 0.7771
C -3.5059 0.5571 0.2090
C -2.8715 1.6901 -0.3699
C -1.5470 1.6059 -0.9228
C -1.0806 2.7510 -1.5365
C -1.8100 3.9604 -1.5766
C -3.0418 4.0484 -0.9951
C -3.6072 2.9059 -0.3773
C -4.8918 2.9551 0.2226
H -6.4349 1.9010 1.2432
H -5.2035 -0.2692 1.1864
H -2.9975 -0.3969 0.1525
H -0.0970 2.7447 -1.9921
H -1.3761 4.8236 -2.0705
H -3.6072 4.9747 -1.0066
H -5.4318 3.8966 0.2069
Cl -3.9923 -1.3243 -2.8030
Ge -1.8114 -0.7314 -3.0617
Cl -1.9801 0.7349 -4.7224
Cl -1.2403 -2.6275 -4.3569

=====

No. 8
54
Properties=species:S:1:pos:R:3 method="wB97M-V/def2-TZVPD" smiles="O=[N+]([O-])c1ccccc1.O=C1OC[C@@H](F)O1.CCOS(C)(=O)=O.CCOS(C)(=O)=O" homo_ev=-10.2 gap_ha=0.356
O -5.5712 -4.5430 -9.2443
N -5.0462 -5.4172 -8.5271
O -4.7783 -6.5301 -8.9727
C -4.7256 -5.1458 -7.0779
C -4.5392 -3.8796 -6.6902
C -4.1085 -3.6250 -5.3946
C -3.7174 -4.6693 -4.6015
C -3.8769 -6.0179 -4.9681
C -4.3668 -6.2561 -6.2481
H -4.8914 -3.0256 -7.2497
H -4.0300 -2.5883 -5.1021
H -3.4753 -4.4198 -3.5790
H -3.7776 -6.8089 -4.2395
H -4.5648 -7.2429 -6.6397
O -5.9705 -2.2472 0.2595
C -5.0692 -1.3791 0.2709
O -3.8285 -1.6490 0.8105
C -2.8661 -0.6765 0.3780
C -3.8859 0.4637 0.1415
F -3.2908 1.3132 -0.7543
O -5.1065 -0.1289 -0.3083
H -2.0962 -0.6786 1.1496
H -2.4084 -0.9264 -0.5792
H -4.1243 1.1742 0.9330
C -0.4838 3.2164 3.8665
C 0.5203 4.0590 3.1706
O 0.5083 3.8745 1.7478
S 1.5642 4.7535 0.8231
C 0.2849 6.2767 0.5977
O 2.6923 5.1885 1.6358
O 1.7807 4.1352 -0.4625
H -1.3763 3.2067 3.2409
H -0.9173 3.6778 4.7538
H 0.0453 2.3004 4.1292
H 0.2395 5.0538 3.5163
H 1.5381 4.1023 3.5584
H 0.6931 6.8908 -0.2049
H 0.2418 6.9720 1.4361
H -0.6916 5.8745 0.3281
C 4.4875 -0.9302 2.5616
C 5.1740 0.0121 3.5409
O 6.5537 -0.4727 3.6722
S 7.5377 0.4081 4.6770
C 7.7860 1.8654 3.6261
O 6.8782 0.6865 5.9290
O 8.8947 -0.2769 4.7330
H 4.8652 -0.6934 1.5669
H 3.4514 -0.5939 2.5205
H 4.4184 -1.9460 2.9508
H 5.2227 1.0607 3.2474
H 4.6768 0.0453 4.5103
H 8.7678 2.2403 3.9153
H 6.9356 2.3982 4.0516
H 7.8264 1.5183 2.5936